1.
{"formula": "C25H50MgNO16", "method": "ωB97M-V with the def2-TZVPD basis set", "species": ["Mg", "N", "O", "O", "O", "C", "C", "C", "O", "C", "H", "H", "H", "H", "H", "H", "H", "H", "C", "C", "C", "O", "C", "H", "H", "H", "H", "H", "H", "H", "H", "C", "C", "C", "O", "C", "H", "H", "H", "H", "H", "H", "H", "H", "C", "C", "C", "O", "C", "H", "H", "H", "H", "H", "H", "H", "H", "C", "O", "C", "O", "O", "C", "H", "H", "H", "H", "H", "H", "C", "O", "C", "O", "O", "C", "H", "H", "H", "H", "H", "H", "C", "O", "C", "O", "O", "C", "H", "H", "H", "H", "H", "H"], "positions_angstrom": [[-2.546308, 1.451402, -1.502874], [-0.871181, -0.160089, -0.712383], [-1.681252, -0.331514, -1.676218], [-1.129186, 0.872124, -0.028609], [0.068547, -0.883590, -0.492497], [-5.544756, -0.157879, 1.215495], [-5.988921, -0.696194, -0.142871], [-5.112101, 0.154894, -1.085784], [-3.991537, 0.605873, -0.310569], [-4.076130, 0.119340, 1.031753], [-5.819683, -0.805642, 2.046381], [-6.032337, 0.800635, 1.423705], [-7.059583, -0.538258, -0.257959], [-5.839306, -1.775023, -0.172651], [-5.742781, 0.965195, -1.457118], [-4.839745, -0.464622, -1.945002], [-3.662271, 0.828549, 1.749626], [-3.463655, -0.772664, 1.212625], [-0.233246, -0.093695, 5.556329], [0.516416, -0.229401, 4.277552], [-0.427786, 0.452853, 3.288999], [-1.117230, 1.447510, 4.085482], [-0.684791, 1.361105, 5.461078], [0.382916, -0.239286, 6.446989], [-1.072339, -0.792615, 5.567463], [0.748894, -1.264981, 4.016343], [1.504138, 0.238165, 4.312686], [-1.236907, -0.171775, 2.902385], [0.096917, 0.959722, 2.477911], [-1.415181, 1.748974, 6.164269], [0.216533, 1.980180, 5.561038], [2.897905, 1.077992, -1.205897], [4.027369, 1.936783, -1.754978], [5.136756, 0.897028, -2.066277], [4.572650, -0.402312, -1.861926], [3.157130, -0.271957, -1.834147], [1.906699, 1.459385, -1.469645], [2.919756, 0.992271, -0.118425], [4.314436, 2.656329, -0.989038], [3.748037, 2.438398, -2.681193], [6.034713, 0.941320, -1.449004], [5.483239, 0.988133, -3.101036], [2.672415, -1.093572, -1.314913], [2.817795, -0.295179, -2.879742], [-0.582586, -4.468464, -1.181654], [0.234554, -5.693502, -0.805603], [0.748510, -6.131371, -2.164653], [0.924059, -4.937153, -2.917086], [0.170663, -3.853267, -2.337052], [-0.700662, -3.733382, -0.378073], [-1.601130, -4.777685, -1.431084], [-0.356911, -6.451357, -0.296021], [1.106459, -5.406984, -0.213630], [0.107997, -6.867396, -2.661044], [1.727321, -6.601217, -2.047932], [-0.503317, -3.388036, -3.063639], [0.895358, -3.075737, -2.084036], [2.057991, -2.452317, 1.364386], [3.072557, -2.969203, 2.200915], [3.640288, -4.105754, 1.812368], [3.325560, -4.772330, 0.870674], [4.594755, -4.380320, 2.680452], [5.519622, -5.406504, 2.364264], [1.164137, -3.076887, 1.420799], [2.409791, -2.443173, 0.331640], [1.789839, -1.431206, 1.617967], [6.175332, -5.497515, 3.229514], [6.125680, -5.117590, 1.507247], [5.038079, -6.377378, 2.251251], [0.628625, 1.533403, -4.650072], [0.677382, 2.818686, -4.016993], [-0.122417, 3.041015, -3.000381], [-0.872470, 2.233982, -2.505452], [0.060147, 4.233319, -2.492408], [1.149441, 5.081590, -2.850162], [-0.409928, 1.222739, -4.766501], [1.110747, 0.758397, -4.053644], [1.116906, 1.619204, -5.613005], [1.160063, 5.837899, -2.069682], [1.023609, 5.485659, -3.850944], [2.121216, 4.588481, -2.786508], [-1.940824, 3.624445, 1.995937], [-2.188594, 4.670607, 1.041463], [-2.541755, 4.321421, -0.174246], [-2.589046, 3.164423, -0.541185], [-2.862187, 5.329665, -0.928982], [-2.694305, 6.679801, -0.513905], [-2.808311, 2.971783, 2.062704], [-1.715184, 4.079124, 2.952832], [-1.078098, 3.031430, 1.692836], [-3.079903, 7.308096, -1.310729], [-1.639092, 6.912543, -0.379220], [-3.225012, 6.934110, 0.400924]], "atomic_forces_ev_per_a": [[1.2, 0.4, 1.2], [0.5, 0.4, 0.5], [0.0, -1.0, -1.0], [0.3, 0.0, 0.3], [-0.5, 0.1, -0.2], [-0.5, 0.5, 0.4], [0.0, 0.3, 0.7], [-1.6, -1.4, -0.1], [-0.1, 0.4, -1.0], [0.3, -0.7, 1.3], [0.4, -0.1, 0.0], [-0.1, -0.1, -0.1], [0.1, 0.1, -0.3], [0.4, 0.1, -0.4], [0.5, 0.5, 0.2], [0.6, 0.2, 0.1], [-0.2, 0.4, -0.4], [0.0, -0.1, -0.7], [-0.1, 0.4, 1.4], [0.6, -0.9, -1.1], [-0.1, 0.7, 0.7], [-0.4, 0.7, 0.2], [0.9, -0.4, -1.0], [-0.1, -0.2, -0.1], [-0.1, 0.1, 0.2], [-0.3, 0.0, -0.1], [-0.2, 0.4, 0.0], [0.4, -0.4, -0.2], [-0.1, -0.1, -0.1], [-0.4, -0.3, -0.2], [-0.1, 0.1, 0.2], [-0.7, -0.1, -0.1], [0.5, -0.3, 0.4], [0.1, -0.2, -0.1], [-0.2, 0.0, 0.4], [0.2, 0.1, -0.7], [0.0, 0.0, 0.0], [0.2, 0.1, 0.0], [0.2, 0.2, -0.3], [-0.1, 0.2, 0.1], [-0.2, 0.2, 0.2], [-0.2, 0.0, -0.1], [0.3, -0.1, 0.1], [-0.3, 0.0, 0.0], [-0.5, 0.6, 0.9], [0.2, 0.3, -0.1], [0.6, -0.3, 0.3], [-0.4, 0.2, -0.4], [0.3, -0.4, -0.6], [0.1, -0.2, 0.1], [0.1, 0.1, -0.4], [0.1, 0.0, 0.1], [-0.2, -0.1, 0.2], [-0.3, 0.3, -0.2], [0.0, 0.0, -0.2], [0.0, -0.3, -0.2], [-0.1, 0.0, 0.5], [-0.4, -0.4, -1.0], [0.0, 0.8, 0.6], [-0.1, -0.1, 0.2], [-0.1, -0.2, -0.6], [0.3, 0.4, 0.6], [0.4, -0.5, 0.3], [0.0, 0.0, 0.0], [-0.1, -0.1, 0.0], [0.3, 0.0, 0.5], [-0.1, 0.2, 0.0], [-0.2, -0.2, -0.2], [-0.1, 0.2, -0.4], [-0.5, -0.8, 0.0], [0.1, -0.1, -0.2], [1.7, 0.6, -0.3], [-1.3, -0.6, -0.2], [-0.8, -0.1, 0.8], [0.7, 0.2, 0.0], [0.0, 0.1, -0.2], [0.2, 0.3, 0.2], [0.0, 0.2, 0.0], [-0.2, 0.2, -0.3], [-0.1, 0.1, 0.1], [-0.2, -0.4, -0.1], [0.4, -0.7, 0.1], [0.0, 0.3, -0.1], [0.3, 0.7, 1.3], [-0.7, -0.2, -0.6], [-0.3, -0.4, -1.0], [0.3, 1.0, 0.3], [0.0, 0.1, 0.1], [-0.2, 0.2, -0.1], [-0.1, 0.0, -0.1], [-0.1, -0.2, -0.1], [0.0, -0.2, 0.0], [-0.1, -0.4, 0.1]], "homo_ha": -0.3892, "gap_ev": 6.28, "multiplicity": 1, "charge": 1}



2.
{"formula": "C25H51Br8N5O3", "method": "ωB97M-V with the def2-TZVPD basis set", "species": ["C", "O", "N", "C", "C", "H", "H", "H", "H", "H", "H", "H", "C", "O", "N", "C", "C", "H", "H", "H", "H", "H", "H", "H", "C", "O", "N", "C", "C", "H", "H", "H", "H", "H", "H", "H", "C", "C", "C", "C", "N", "H", "H", "H", "H", "H", "H", "H", "C", "C", "C", "C", "N", "H", "H", "H", "H", "H", "H", "H", "Br", "C", "C", "Br", "H", "H", "H", "H", "Br", "C", "C", "Br", "H", "H", "H", "H", "Br", "C", "C", "Br", "H", "H", "H", "H", "Br", "C", "C", "Br", "H", "H", "H", "H"], "positions_angstrom": [[-6.324422, 5.791891, 1.439592], [-5.116262, 5.576501, 1.659072], [-7.022032, 6.752821, 2.078082], [-8.416032, 6.985921, 1.721732], [-6.566732, 7.627001, 3.183752], [-6.967502, 5.298431, 0.694512], [-9.125832, 6.899091, 2.544382], [-8.773842, 6.298741, 0.955022], [-8.451882, 8.017941, 1.372802], [-6.923912, 7.320481, 4.166892], [-5.477272, 7.592641, 3.187342], [-6.847632, 8.647041, 2.921612], [-1.562272, -8.238949, -2.998998], [-1.772132, -8.990399, -3.966918], [-1.813772, -8.659669, -1.706698], [-1.732822, -7.676089, -0.626748], [-2.111232, -10.077699, -1.296338], [-1.223232, -7.192269, -3.040278], [-1.151022, -6.784409, -0.860218], [-1.264262, -8.182919, 0.216862], [-2.742582, -7.343379, -0.386388], [-2.387492, -10.710009, -2.140118], [-1.283452, -10.516999, -0.739638], [-2.950212, -10.202149, -0.611708], [0.270078, -1.490569, -0.811378], [0.675248, -1.343129, -1.974048], [-0.706822, -0.796639, -0.193298], [-1.090402, -1.106789, 1.202792], [-1.429572, 0.349581, -0.717328], [0.660678, -2.324389, -0.207738], [-0.641142, -0.399059, 1.899482], [-0.911902, -2.120669, 1.560972], [-2.144842, -0.893889, 1.378652], [-2.481162, 0.460081, -0.452628], [-1.072262, 1.252881, -0.222888], [-1.361902, 0.604421, -1.774958], [2.365828, -6.228389, 9.734292], [1.286758, -5.170349, 9.964772], [1.107998, -4.279129, 8.663752], [0.891978, -5.054929, 7.454212], [0.748468, -5.760789, 6.519632], [2.345898, -6.763419, 8.784842], [2.185068, -7.009969, 10.472232], [3.388938, -5.852419, 9.731102], [1.479028, -4.565469, 10.850922], [0.313178, -5.626569, 10.143932], [1.930398, -3.577899, 8.522192], [0.190438, -3.691659, 8.696422], [3.530488, 4.581211, 5.007532], [2.304388, 4.674531, 4.120942], [0.945628, 4.466631, 4.859632], [0.861068, 3.242861, 5.777032], [0.787478, 2.318291, 6.485852], [3.425548, 3.635661, 5.539532], [3.559018, 5.462161, 5.648802], [4.448648, 4.548671, 4.421002], [2.200888, 3.837421, 3.430552], [2.103028, 5.628551, 3.633702], [0.178078, 4.295971, 4.104752], [0.645138, 5.348121, 5.426002], [3.828978, 5.337501, -3.665198], [2.162018, 4.198011, -3.858988], [1.894178, 4.096941, -5.321808], [3.450478, 3.265471, -6.335468], [1.320178, 4.582381, -3.283068], [2.332058, 3.170011, -3.539008], [1.764748, 5.086961, -5.759068], [0.985368, 3.584131, -5.636748], [-3.722182, 5.609901, -5.224618], [-4.054842, 6.984131, -6.499918], [-4.342512, 6.311881, -7.904988], [-4.621172, 7.799141, -9.226038], [-3.190962, 7.646641, -6.446238], [-4.923932, 7.512561, -6.108058], [-5.305302, 5.806051, -7.832448], [-3.533382, 5.773571, -8.398588], [9.384328, -1.925949, -1.254208], [7.639458, -1.978989, -2.214748], [7.463008, -0.570659, -2.830958], [9.066668, 0.012801, -3.873178], [6.784838, -2.105959, -1.550218], [7.597128, -2.768549, -2.965018], [7.239648, 0.259291, -2.160598], [6.557028, -0.644039, -3.432558], [3.880618, -5.649689, -5.484298], [3.623738, -5.292169, -7.437028], [3.608088, -3.735019, -7.625728], [3.798838, -3.156999, -9.562798], [2.657048, -5.635619, -7.805358], [4.350668, -5.901959, -7.973518], [4.505468, -3.368039, -7.127598], [2.818158, -3.188259, -7.110798]], "atomic_forces_ev_per_a": [[2.5, 0.6, 1.2], [-2.3, -0.1, -0.7], [-1.5, 0.2, 0.9], [0.1, 0.3, -0.2], [1.1, -0.7, -1.3], [0.4, -0.3, -0.1], [0.3, -0.1, 0.4], [0.3, 0.1, -0.1], [-0.5, 0.0, -0.3], [-0.3, 0.0, -0.2], [0.0, -0.1, 0.1], [-0.2, 0.0, 0.3], [-1.5, -3.1, -0.3], [0.8, 1.8, 1.3], [0.3, 0.0, -0.1], [-0.2, -0.7, 0.0], [-0.1, 0.7, -0.5], [0.0, -0.1, -0.2], [0.1, -0.2, -0.3], [-0.1, 0.3, 0.3], [0.0, 0.0, 0.4], [0.5, 0.4, -0.2], [0.4, 0.1, -0.3], [-0.3, 0.8, 0.0], [0.3, -0.3, -2.1], [-0.7, 0.3, 1.8], [-1.2, -0.4, 0.9], [-0.1, 0.7, 0.2], [0.3, 1.7, 0.0], [0.0, 0.2, 0.3], [0.6, 0.0, 0.0], [0.3, 0.0, -0.5], [-0.2, -0.3, -0.6], [-0.2, -1.2, 0.0], [0.6, 0.2, 0.1], [0.4, -0.9, 0.0], [-0.1, -0.5, 0.2], [-0.2, 0.3, -1.9], [-0.5, 0.2, 0.9], [0.2, -2.8, -2.9], [0.3, 2.3, 2.8], [-0.7, 0.2, -0.2], [0.7, 0.0, 0.2], [0.0, 0.2, 0.7], [0.2, 0.2, -0.3], [0.1, -0.3, 0.0], [0.1, -0.1, -0.1], [0.0, 0.4, 0.5], [-0.5, 0.1, -0.6], [-1.8, -0.8, 0.4], [-0.1, -1.0, 1.1], [0.2, -0.3, 0.5], [0.2, 1.8, -1.4], [0.3, 0.2, 0.4], [0.2, -0.3, 0.4], [0.0, 0.0, 0.0], [0.9, 0.3, -0.6], [0.7, -0.1, -0.4], [-0.1, 0.1, 0.0], [0.0, -0.1, 0.2], [-1.3, -0.7, 0.5], [0.9, -0.7, -0.3], [0.2, 0.8, -1.6], [-1.3, 0.4, 0.6], [0.3, 0.5, -0.2], [0.6, 0.3, 0.6], [0.4, 0.0, -0.1], [0.2, -0.6, 0.5], [0.2, -0.8, 0.6], [-0.1, -0.3, -1.4], [-0.1, 2.1, 0.8], [-0.1, -0.4, 0.5], [-0.1, -0.1, -0.5], [0.0, 0.0, -0.5], [0.4, -0.2, -0.3], [-0.2, -0.2, 0.7], [-1.0, -0.8, 0.1], [0.5, 1.8, 0.0], [0.0, -0.5, -0.4], [-1.2, -0.2, 0.1], [0.4, -0.2, 0.4], [0.5, 0.2, 0.1], [0.5, -0.4, 0.4], [0.4, 0.2, -0.7], [-0.3, 0.1, -1.1], [-1.1, 1.1, -0.2], [1.9, -0.7, 0.1], [-0.4, -0.6, 1.4], [-0.1, -0.4, 0.7], [0.4, 0.7, 0.2], [0.2, 0.2, -0.4], [-0.5, -0.5, -0.6]], "homo_ha": -0.3362, "gap_ev": 9.14, "relative_energy_kcal_mol": 65.1, "multiplicity": 1, "smiles": "CN(C)C=O.CN(C)C=O.CN(C)C=O.BrCCBr.BrCCBr.BrCCBr.BrCCBr.CCCC#N.CCCC#N"}